(1)
A cluster of 2 separate species, C9H14O in total in a non-equilibrium geometry, computed with ωB97M-V/def2-TZVPD.

```
24
Properties=species:S:1:pos:R:3:forces:R:3
C 2.84704 1.97602 -0.98732 -0.656 -0.468 1.708
C 1.39432 1.56000 -0.73832 0.143 0.602 0.056
C 0.88352 1.20352 0.52695 1.023 -0.612 -0.658
C -0.35804 0.61693 0.63771 -1.029 1.068 0.602
C -1.23673 0.58246 -0.49575 2.426 -2.237 1.352
O -2.43119 -0.10818 -0.35396 -0.491 1.747 0.497
C -0.66066 0.76082 -1.72200 -0.841 1.589 -0.928
C 0.58266 1.42675 -1.83156 -0.336 -1.554 -0.008
H 2.98272 2.33253 -2.00884 0.153 -0.043 0.234
H 3.44498 1.06032 -0.77285 0.000 0.784 -0.380
H 3.10980 2.74486 -0.22842 0.193 -0.343 -0.699
H 1.61995 1.18742 1.32724 -0.442 0.085 0.300
H -0.69856 0.25918 1.63792 0.126 0.322 -1.037
H -2.90065 0.53343 0.22155 -0.364 -1.086 -0.343
H -1.31898 0.52684 -2.56473 0.536 0.173 -0.036
H 1.09105 1.60008 -2.76047 -0.464 0.083 -0.682
C -0.34828 -2.77177 1.39372 1.654 1.190 0.247
C -0.60666 -3.67969 2.59877 -1.279 -1.096 -0.988
H 0.54186 -3.02179 0.78202 -0.494 -0.342 0.323
H -1.14699 -2.52491 0.69333 -0.240 -0.366 0.335
H -0.02138 -1.82197 1.85781 -0.356 -0.118 -0.560
H -0.22172 -4.70406 2.48456 0.353 0.434 0.077
H -1.69535 -3.87952 2.66537 0.444 0.436 0.405
H -0.23370 -3.21298 3.50297 -0.060 -0.248 0.183
```
Forces are in eV/Å.

- Structure (SMILES): Cc1ccc(O)cc1.CC
- Energy relative to the best compared isomer or geometry (same formula, charge and spin): 26.4 kcal per mole
- Total charge: 0
- LUMO energy: 0.868 eV

---

(2)
A cluster of 2 separate species, C2H2INO3 in total in a non-equilibrium geometry, computed with ωB97M-V/def2-TZVPD.

```
9
Properties=species:S:1:pos:R:3:forces:R:3
C 1.53067 -0.36228 -0.55036 -2.265 0.395 -1.092
C -1.85006 -0.78358 -0.12023 -0.430 2.384 -1.900
N 2.09419 -0.45252 0.50042 0.795 0.163 1.369
O 0.62235 -0.25974 -1.30190 1.526 -0.093 -0.107
O -2.43679 -0.06139 -1.13619 0.579 -0.936 2.170
O 3.35801 -0.41708 1.00467 0.652 -0.239 -0.184
I -3.25189 -2.08241 0.66865 -0.569 -0.590 -0.043
H -1.93958 0.77731 -1.26050 0.270 -0.951 -0.069
H 3.73407 0.47732 0.91750 -0.559 -0.133 -0.145
```
Forces are in eV/Å.

- Energy relative to the best compared isomer or geometry (same formula, charge and spin): 136.4 kcal per mole
- Total charge: 0
- LUMO energy: -0.048 eV

---

(3)
A structure of composition C22H23AsCl2FeN5S, computed with ωB97M-V/def2-TZVPD.

```
55
Properties=species:S:1:pos:R:3:forces:R:3
Fe 0.85012 -0.23657 -1.21107 -0.048 -0.169 -0.027
C -0.55483 -4.11912 -1.57871 0.053 -0.087 0.234
C -1.55594 -4.20308 -0.61358 -0.010 0.023 0.017
C -1.61815 -3.23516 0.35990 -0.028 0.040 0.079
C -0.73537 -2.14511 0.34724 0.133 0.030 0.179
N 0.23485 -2.07290 -0.58984 -0.311 0.288 -0.391
C 0.32007 -3.06663 -1.48829 0.191 -0.052 -0.263
N -0.90227 -1.22259 1.37505 -0.113 0.003 -0.066
C -0.10979 -0.20913 1.49740 0.115 -0.022 -0.164
N 0.81042 0.21219 0.59203 0.003 0.105 0.481
C 1.65092 1.12299 1.16328 -0.148 -0.085 0.090
N 2.81309 1.46204 0.73021 0.130 0.065 -0.023
C 3.46282 0.67682 -0.21619 -0.066 -0.094 -0.056
C 4.84902 0.85497 -0.29483 0.011 0.102 0.085
C 5.61291 0.04141 -1.09398 0.037 -0.027 -0.027
C 4.98766 -0.96586 -1.82490 0.008 0.016 0.011
C 3.62124 -1.06578 -1.74050 -0.005 0.008 0.022
N 2.85700 -0.26007 -0.98166 -0.088 -0.064 -0.014
C 1.06301 1.52759 2.46791 0.025 -0.028 -0.141
C 1.44896 2.45831 3.40601 0.043 0.046 0.042
C 0.70415 2.53099 4.58236 -0.004 -0.023 -0.027
C -0.36414 1.66903 4.81090 0.014 -0.009 -0.040
C -0.72764 0.71000 3.86673 -0.049 -0.041 0.070
C -0.00966 0.66944 2.69143 -0.005 -0.024 -0.040
H -0.43465 -4.86438 -2.35079 0.000 0.005 0.003
H -2.26022 -5.02444 -0.61774 -0.002 -0.001 0.014
H -2.33772 -3.27091 1.16548 -0.027 -0.040 -0.033
H 1.14498 -3.00255 -2.18901 -0.036 0.103 -0.026
H 5.27901 1.63281 0.31920 0.022 -0.015 -0.015
H 6.68582 0.17165 -1.14283 -0.004 0.008 0.006
H 5.54648 -1.64556 -2.45109 -0.016 -0.007 -0.004
H 3.09177 -1.81610 -2.31151 0.007 -0.005 0.001
H 2.30031 3.10252 3.23098 -0.009 0.003 0.017
H 0.96717 3.25934 5.33766 0.003 0.003 -0.003
H -0.91219 1.73843 5.74096 0.000 -0.001 0.002
H -1.53697 0.01419 4.04906 0.003 0.016 0.006
Cl 1.01379 -0.45323 -3.70364 0.035 0.033 0.004
C 1.05876 1.32804 -3.88827 -0.023 -0.004 0.057
Cl 1.37176 2.07086 -2.30959 0.059 0.040 -0.069
H 0.08589 1.64682 -4.24242 -0.025 -0.019 0.042
H 1.86096 1.58169 -4.56996 0.013 -0.012 0.007
C -2.93658 1.71854 0.94858 -0.036 0.008 -0.060
As -3.18792 0.76596 -0.69535 0.001 0.011 0.054
C -4.35969 1.85178 -1.75569 -0.022 0.010 -0.038
C -4.18131 -0.81632 -0.26375 -0.002 -0.056 0.038
S -1.48024 0.37882 -1.87738 0.095 -0.133 -0.145
H -3.91222 1.87276 1.40889 -0.006 0.021 -0.016
H -2.46527 2.67619 0.73880 0.043 -0.012 0.036
H -2.31596 1.11591 1.60092 0.040 0.030 0.086
H -5.27604 2.05432 -1.20305 0.001 -0.002 0.002
H -4.58772 1.32016 -2.67686 -0.004 0.010 -0.009
H -3.84992 2.78349 -1.99047 -0.006 0.004 -0.010
H -5.19216 -0.53529 0.02905 -0.001 -0.007 0.009
H -3.68361 -1.33097 0.55422 0.025 0.006 0.023
H -4.20473 -1.45830 -1.14133 -0.018 0.002 -0.008
```
Forces are in eV/Å.

- Total charge: +1
- LUMO energy (alpha / beta): -3.183 / -3.180 eV

---

(4)
A cluster of 5 separate species, C42H82FN3O14PS3 in total in a non-equilibrium geometry, computed with ωB97M-V/def2-TZVPD.

```
146
Properties=species:S:1:pos:R:3:forces:R:3
C 0.27517 -0.78582 5.33832 -0.389 0.150 0.219
C -1.07312 -0.71022 5.54147 0.486 -0.441 0.086
C -2.24144 -0.76837 4.58051 0.409 -1.638 0.154
C -1.96713 -0.68678 3.04689 -0.916 1.070 -0.222
C -3.30540 -0.13160 2.41121 0.711 -0.395 0.015
C -4.55948 -0.48098 2.88517 -0.658 0.040 0.061
C -5.70410 0.07256 2.31642 0.774 0.046 -0.152
C -5.51293 0.97025 1.27976 -0.471 -0.142 0.139
C -4.22117 1.28569 0.90272 0.230 0.253 -0.310
N -3.11917 0.76427 1.43958 -0.712 -0.052 0.311
N -0.96323 0.35312 2.90328 0.462 -0.740 0.098
C -0.11538 0.44087 1.74812 0.085 0.348 -0.254
C 1.00573 1.47373 1.97431 -0.339 0.081 -0.781
C 0.55870 2.87323 1.52645 0.100 0.388 0.622
C -0.16065 3.67336 2.64365 -0.070 -0.153 -0.571
C -1.59125 4.12062 2.29768 0.076 0.087 0.568
O -1.76015 4.52122 0.95273 -0.099 -0.009 -0.083
C 0.48501 -0.91319 1.48262 0.188 1.191 0.265
N -0.58691 -1.93633 1.20399 0.629 -1.782 -0.197
S 0.41561 -3.54816 1.13075 0.075 0.030 0.288
C 1.51020 -3.30258 -0.28226 0.320 -0.027 -0.350
C 1.32496 -4.38418 -1.34058 -0.182 -0.045 0.000
O 1.65760 -5.51789 -1.15069 -0.097 0.026 -0.106
O 0.79844 -3.91713 -2.48992 0.662 0.596 0.279
C 1.59191 -4.15357 -3.66785 -0.753 -0.594 -0.433
C 1.22776 -3.12840 -4.72271 0.529 0.798 -0.189
C 1.68539 -3.60971 -6.09409 0.097 -0.162 0.323
O -0.17150 -2.82934 -4.63067 0.016 -0.335 -0.159
C -0.75975 -2.32262 -5.75122 -0.417 -0.115 -0.364
O -1.44573 -3.00342 -6.45572 0.052 0.027 0.187
C -0.58929 -0.84949 -6.07173 0.869 0.353 0.002
S 0.29458 0.16025 -4.84448 -0.253 0.077 0.530
S -1.32259 -1.71532 -0.42569 0.055 2.216 -1.071
O -0.33076 -1.00916 -1.14577 0.149 -0.499 0.104
O -2.62772 -1.20158 -0.35482 -0.106 -0.622 0.370
F -1.37328 -3.14622 -0.96216 -0.174 -0.139 0.356
C -1.54955 -2.08828 2.46924 0.766 -1.283 1.343
O -0.63886 -2.73684 3.33386 -0.482 0.728 -0.207
C -1.04133 -3.64760 4.35976 0.919 -1.059 0.644
C -0.99082 -5.15220 3.99750 -0.890 0.251 0.511
C -0.16954 -5.97564 5.00598 -0.213 -0.351 -0.719
P -3.07852 -3.17594 1.95756 -2.100 1.151 -2.013
O -2.39997 -4.54997 1.42135 0.553 -0.133 0.911
O -3.92719 -3.57559 3.28725 0.748 -0.037 0.375
H 0.87280 0.09529 5.58185 0.306 -0.728 1.766
H 0.82529 -1.64400 4.96188 -0.273 0.636 -1.740
H -1.39006 -0.54932 6.57515 -0.068 1.829 -0.336
H -2.91102 -1.60058 4.82709 -0.186 0.176 -0.054
H -2.80729 0.13433 4.81826 -0.051 0.001 0.012
H -4.71266 -1.16219 3.70682 0.212 -0.062 0.018
H -6.68005 -0.20327 2.68804 -0.070 0.060 -0.073
H -6.35390 1.42373 0.77365 0.044 0.075 0.000
H -4.07453 2.01348 0.11087 0.075 -0.030 -0.004
H -1.34167 1.24188 3.19496 -0.014 0.049 -0.104
H -0.62807 0.76591 0.83126 -0.230 -0.111 0.063
H 1.30423 1.47668 3.02276 0.169 -0.103 -0.024
H 1.85248 1.19718 1.33848 0.099 -0.131 0.197
H 1.42813 3.45362 1.21774 0.071 -0.109 -0.003
H -0.06225 2.81208 0.63216 -0.011 -0.120 -0.004
H 0.42651 4.56114 2.87222 0.032 -0.034 0.089
H -0.18545 3.05576 3.54500 -0.017 0.223 0.176
H -2.32133 3.35961 2.59980 -0.018 -0.108 -0.288
H -1.82096 4.99766 2.90524 -0.051 -0.001 -0.029
H -2.02819 3.76549 0.42363 0.038 -0.021 0.022
H 1.06891 -1.24250 2.34067 -0.370 -0.345 0.103
H 1.15809 -0.82930 0.63765 -0.188 -0.273 -0.178
H 2.53097 -3.41667 0.09880 -0.052 -0.045 0.133
H 1.45648 -2.32441 -0.75162 -0.217 0.039 0.146
H 1.38278 -5.15931 -4.03813 0.055 -0.034 0.079
H 2.65649 -4.05462 -3.45235 -0.009 -0.094 0.129
H 1.77253 -2.19951 -4.52118 -0.109 0.002 0.241
H 2.68795 -4.02769 -5.97545 -0.015 -0.057 -0.084
H 1.78130 -2.78649 -6.80030 -0.198 -0.018 -0.071
H 1.02491 -4.38332 -6.48294 -0.002 0.026 -0.075
H -0.05864 -0.77124 -7.02039 -0.060 -0.108 -0.051
H -1.55928 -0.39070 -6.24486 -0.119 -0.171 0.087
H 1.46761 0.43016 -5.43328 -0.166 -0.215 -0.390
H -0.29251 -3.51498 5.14140 0.087 0.306 -0.147
H -1.97243 -3.40885 4.86681 -0.099 0.279 -0.371
H -0.69412 -5.31336 2.96559 0.204 0.022 0.076
H -2.02199 -5.50789 4.06208 0.018 -0.053 -0.255
H -0.05957 -5.47896 5.96759 0.139 0.038 -0.006
H -0.68532 -6.91984 5.17946 0.057 -0.012 0.126
H 0.79293 -6.24666 4.57364 0.215 0.232 0.306
H -3.02456 -4.99103 0.83195 0.036 0.034 -0.093
H -3.75030 -3.13906 4.12796 0.080 -0.210 0.018
C 0.91502 3.91899 8.41487 0.124 0.059 -0.047
C 0.91925 2.83062 7.35614 -0.068 -0.044 0.091
O 1.89572 3.00447 6.34334 -0.089 -0.063 -0.213
C 3.24700 3.03331 6.77555 0.105 0.023 0.084
C 3.69775 1.76801 7.48446 -0.123 -0.053 -0.004
H 0.76581 4.89699 7.95574 -0.028 -0.004 0.003
H 0.11197 3.74210 9.13078 -0.018 -0.003 -0.019
H 1.85265 3.95300 8.97028 -0.024 -0.049 0.047
H -0.03988 2.83219 6.83445 0.040 -0.004 -0.069
H 1.02273 1.84205 7.81969 0.028 0.017 0.041
H 3.42747 3.91193 7.40340 -0.019 -0.022 0.042
H 3.83682 3.17186 5.86929 -0.068 0.017 -0.042
H 3.13984 1.59114 8.40464 0.050 0.042 0.038
H 4.75355 1.84232 7.74509 0.007 0.005 -0.019
H 3.55888 0.89812 6.83960 0.027 0.002 -0.009
C 0.57165 3.60179 -3.90709 -0.133 0.110 -0.033
C 1.70528 3.91073 -4.87144 0.021 0.033 0.120
O 1.27496 4.31596 -6.15409 0.044 -0.117 -0.166
C 0.47355 5.48579 -6.20174 -0.108 0.132 0.035
C 1.15681 6.72622 -5.65330 0.106 -0.077 0.079
H -0.07636 2.83015 -4.32156 0.010 0.028 0.027
H 0.97271 3.25036 -2.95417 0.020 -0.022 -0.010
H -0.04267 4.48019 -3.70375 0.076 0.039 0.059
H 2.29792 3.00868 -5.03772 0.002 0.013 -0.063
H 2.38542 4.65371 -4.43894 -0.028 0.014 0.017
H -0.48139 5.30859 -5.69412 0.007 0.050 0.032
H 0.23835 5.64415 -7.25352 0.025 -0.135 -0.026
H 1.40740 6.62580 -4.59606 -0.073 0.035 0.019
H 0.50107 7.59046 -5.75999 -0.007 -0.006 -0.024
H 2.08319 6.92130 -6.19532 -0.018 0.015 -0.023
C 4.82960 -5.89829 -0.54551 0.049 0.139 0.122
C 5.64946 -4.62595 -0.42701 0.111 -0.158 -0.047
O 5.25288 -3.80022 0.66066 -0.180 0.181 -0.069
C 5.35902 -4.37866 1.95261 0.009 -0.098 0.107
C 6.76637 -4.80548 2.32759 0.056 0.036 -0.113
H 3.77880 -5.63359 -0.63277 -0.006 -0.195 -0.026
H 5.13056 -6.46829 -1.42471 -0.015 0.034 -0.030
H 4.94276 -6.54731 0.32341 0.071 -0.020 -0.029
H 5.50338 -4.01412 -1.31887 0.001 0.068 0.045
H 6.72012 -4.84709 -0.37598 -0.006 0.001 0.071
H 4.66285 -5.21988 2.05281 0.037 -0.033 -0.026
H 5.01837 -3.60607 2.64352 -0.012 0.054 -0.062
H 7.14803 -5.58493 1.66777 -0.035 -0.054 0.045
H 6.77937 -5.19557 3.34544 -0.012 0.014 0.008
H 7.44968 -3.95742 2.27063 -0.006 0.006 0.024
C -3.41820 3.17358 -6.82035 0.047 -0.026 -0.103
C -3.74549 4.65074 -6.66850 -0.048 -0.116 0.009
O -3.26216 5.45334 -7.72814 0.128 0.122 0.095
C -3.75187 5.14022 -9.02095 -0.050 -0.059 -0.105
C -5.26093 5.24757 -9.15672 -0.020 0.027 0.125
H -2.33883 3.03044 -6.90450 0.003 0.013 0.034
H -3.78060 2.61792 -5.95386 0.009 0.018 0.020
H -3.88002 2.74183 -7.70910 -0.063 -0.016 0.042
H -3.26706 5.02929 -5.76419 0.036 0.112 -0.063
H -4.82359 4.79727 -6.53825 -0.013 -0.052 -0.018
H -3.40728 4.14678 -9.32988 -0.035 -0.017 0.018
H -3.27605 5.85692 -9.69005 0.047 0.025 0.061
H -5.78352 4.54142 -8.51008 0.003 -0.053 -0.055
H -5.55870 5.04015 -10.18479 0.016 0.013 -0.009
H -5.59678 6.25115 -8.89247 0.004 0.007 -0.025
```
Forces are in eV/Å.

- Total charge: +1
- LUMO energy: -3.356 eV